No. 1
The following is a DFT calculation (ωB97M-V/def2-TZVPD) of C25H24Br2ClN4O3PbSSbSe4 as an isolated structure.

Each line ends with the Löwdin charge.
Positions of all 66 atoms, in Å:
Pb 0.37164 -0.41019 -0.21741  0.74
C -2.64736 -4.71099 2.34429  -0.06
C -2.73333 -3.21428 2.40973  -0.24
C -3.47954 -2.54608 3.36960  -0.04
C -3.49530 -1.16054 3.40517  -0.12
C -2.73488 -0.50194 2.45612  -0.75
Br -2.68814 1.40770 2.49194  0.69
N -2.02573 -1.09648 1.53011  -0.01
C -2.03271 -2.42990 1.49740  -0.13
H -3.41100 -5.17408 2.97185  0.07
H -1.66674 -5.05128 2.68351  0.09
H -2.75581 -5.05106 1.31328  0.00
H -4.04910 -3.11027 4.10058  0.11
H -4.06064 -0.60876 4.14188  0.09
H -1.46393 -2.90575 0.70266  0.06
Se -2.07760 -4.77911 -1.43346  -0.34
Sb -0.78043 -3.26306 -2.82732  0.08
Se -1.51124 -0.83904 -2.16298  -0.25
Se 1.51611 -2.70905 -1.59677  -0.34
Se 2.21608 -4.69261 -0.58776  -0.22
C -2.79401 4.09368 -2.94260  -0.05
C -1.82725 3.90794 -1.80605  -0.25
C -1.10600 4.95863 -1.25697  -0.04
C -0.20335 4.72138 -0.23364  -0.12
C -0.05516 3.41108 0.19011  -0.76
Br 1.19571 3.01194 1.56190  0.73
N -0.73528 2.40257 -0.29538  -0.01
C -1.60598 2.64398 -1.27127  -0.11
H -2.96884 5.15190 -3.14012  0.07
H -3.75170 3.61959 -2.72447  0.08
H -2.40785 3.63524 -3.85457  0.09
H -1.24365 5.96707 -1.63283  0.11
H 0.37533 5.51481 0.21630  0.09
H -2.13159 1.77588 -1.65735  0.04
S 1.04020 -1.47570 3.08418  0.58
C 2.34203 -2.46470 3.38137  -0.85
N 2.65769 -3.47607 2.49908  0.04
C 3.64988 -4.34546 2.69047  -0.10
C 4.42360 -4.26265 3.81063  -0.07
C 4.11406 -3.19694 4.67265  -0.17
N 3.14506 -2.33954 4.49122  0.05
H 2.14281 -3.59970 1.60592  -0.01
H 3.76753 -5.06962 1.89232  0.08
H 5.22919 -4.95371 4.00129  0.09
H 4.71790 -3.03627 5.56364  0.10
C 3.13894 5.49103 -2.55648  -0.03
C 3.52744 4.85634 -3.85901  -0.19
C 3.60524 5.57636 -5.03619  -0.08
C 3.96524 4.95164 -6.22276  -0.68
Cl 4.05155 5.89399 -7.69917  0.60
C 4.25549 3.60612 -6.24844  -0.12
C 4.18409 2.86621 -5.07212  0.00
C 3.81183 3.47811 -3.87914  -0.23
O 3.71656 2.86998 -2.68574  -0.02
C 3.75182 1.44167 -2.57467  -0.07
C 2.75298 0.96822 -1.50774  -0.73
O 3.17451 0.16305 -0.66525  -0.09
O 1.57214 1.38416 -1.63946  -0.17
H 2.90007 6.54596 -2.69445  0.07
H 3.94532 5.40103 -1.82626  0.09
H 2.28018 4.97495 -2.12599  0.08
H 3.37772 6.63526 -5.03439  0.10
H 4.53973 3.12779 -7.17586  0.10
H 4.42483 1.81499 -5.10009  0.11
H 4.76008 1.13082 -2.30227  0.13
H 3.45624 0.97404 -3.51306  0.12

Atoms 1-6, force components in eV/Å:
0.1697 0.3669 0.1515
0.0056 0.0315 -0.0059
-0.0053 -0.0302 0.0138
0.0179 -0.0019 -0.0023
-0.0064 0.0190 0.0148
0.0139 -0.0858 0.0566

As for the net charge: -2. The value obtained for the HOMO energy is -1.19 eV. As for the calculated total energy: -17457.27557 hartree. For the orbital gap, the calculation gives 4.76 eV. As for the largest force on an atom: 0.43 eV Å⁻¹. The relative energy (zero: lowest compared OMol25 entry of this formula, charge and spin) comes out at 157.9 kJ/mol. The calculation puts the lowest unoccupied orbital energy at 3.569 eV.

=====

No. 2
The following is a DFT calculation (ωB97M-V/def2-TZVPD) of C25H24Br2MgN2O2P as an isolated structure in a non-equilibrium geometry.

Each line ends with the Löwdin charge.
Positions of all 57 atoms, in Å:
Mg -0.09636 -1.49574 -0.24001  0.60
Br 0.25214 -2.11934 4.50659  0.80
C 1.62064 -2.13694 3.19349  -0.59
C 2.96374 -2.15804 3.56909  -0.15
C 3.95384 -2.14784 2.61399  -0.61
Br 5.78204 -2.15694 3.14719  0.79
C 3.62504 -2.12024 1.23989  -0.17
C 4.55264 -2.14784 0.18099  0.00
C 4.10304 -2.13714 -1.11631  -0.02
C 2.73034 -2.03834 -1.36761  -0.09
N 1.84284 -2.01044 -0.40191  0.04
C 2.24734 -2.08364 0.88269  -0.14
C 1.20934 -2.10144 1.86289  -0.45
O -0.03296 -2.04244 1.50459  -0.19
H 3.22054 -2.19574 4.61809  0.10
H 5.60944 -2.18364 0.40549  0.09
H 4.79294 -2.20304 -1.94111  0.11
H 2.34974 -1.97814 -2.38141  0.13
C -2.46466 1.19976 -0.51171  -0.22
P -0.64736 0.92406 -0.43631  1.01
C -0.01756 1.79536 -1.90421  -0.38
C 1.18494 2.49786 -1.85671  -0.09
C 1.66694 3.12256 -2.99441  -0.06
C 0.96584 3.03636 -4.18671  -0.07
C -0.20176 2.29586 -4.24791  -0.07
C -0.68716 1.66796 -3.11791  -0.10
C -0.16336 1.97906 0.96219  -0.37
C -0.29046 3.36786 0.93109  -0.09
C 0.10854 4.11666 2.02519  -0.06
C 0.62844 3.49316 3.14879  -0.06
C 0.74244 2.11366 3.18739  -0.06
C 0.34944 1.35846 2.09539  -0.08
H -2.89186 0.62216 -1.32841  0.02
H -2.68896 2.25616 -0.65421  0.06
H -2.89356 0.85506 0.42999  0.05
H 1.73004 2.56856 -0.92291  0.11
H 2.58624 3.68586 -2.95871  0.11
H 1.32914 3.53646 -5.06881  0.11
H -0.73846 2.21146 -5.17791  0.11
H -1.59326 1.08196 -3.18051  0.10
H -0.68136 3.85906 0.05029  0.11
H 0.02474 5.19246 2.00539  0.11
H 0.95184 4.08196 3.99429  0.11
H 1.14474 1.62946 4.06389  0.11
H 0.43754 0.27976 2.11549  0.07
C -4.22636 -2.10944 -1.89941  -0.01
N -3.89066 -2.32824 -0.51011  -0.16
C -4.97956 -2.34274 0.43929  -0.01
C -2.63996 -2.43574 -0.12481  -0.27
O -1.66796 -2.31074 -0.88601  -0.07
H -4.95126 -2.85824 -2.22111  0.11
H -3.31936 -2.20044 -2.49841  0.10
H -4.65356 -1.11364 -2.03991  0.10
H -5.88216 -2.72204 -0.03471  0.10
H -5.17476 -1.33314 0.80779  0.10
H -4.73166 -2.97534 1.28719  0.10
H -2.49996 -2.64264 0.94149  0.16

Atoms 1-6, force components in eV/Å:
0.0596 0.1118 -0.9185
0.2975 0.0045 -0.0738
-0.5742 0.0240 -0.2965
0.5455 -0.0671 -0.1999
0.0364 0.0151 0.2845
-0.3219 -0.0223 -0.0201

As for the net charge: +1. The value obtained for the HOMO energy is -10.23 eV. As for the calculated total energy: -6916.48097 hartree. For the orbital gap, the calculation gives 7.43 eV. As for the largest force on an atom: 1.32 eV Å⁻¹. The calculation puts the lowest unoccupied orbital energy at -2.804 eV.

=====

No. 3
The following is a DFT calculation (ωB97M-V/def2-TZVPD) of C25H24ClN2ORuTe as an isolated structure.

Each line ends with the Löwdin charge.
Positions of all 55 atoms, in Å:
Ru -0.27168 1.03414 0.82051  0.61
C 0.76153 4.45039 -1.65762  -0.03
C -0.46547 4.82009 -2.18185  -0.03
C -1.56041 4.01026 -1.94181  0.01
C -1.41699 2.86187 -1.17721  -0.18
N -0.22314 2.52806 -0.63281  -0.07
C 0.83732 3.30303 -0.89371  -0.10
C -2.55242 1.93821 -0.91031  -0.20
C -3.77815 2.03382 -1.55070  0.01
C -4.75923 1.09682 -1.26503  -0.03
C -4.49329 0.09337 -0.34972  -0.02
C -3.24873 0.06267 0.25570  -0.12
N -2.30577 0.96062 -0.02249  -0.02
H 1.65094 5.03894 -1.82960  0.12
H -0.56791 5.72022 -2.77201  0.12
H -2.52785 4.27462 -2.34028  0.11
H 1.77705 2.97063 -0.47814  0.11
H -3.96876 2.81360 -2.27215  0.11
H -5.72068 1.15230 -1.75733  0.12
H -5.23133 -0.65584 -0.10270  0.12
H -2.98620 -0.68363 0.99392  0.07
Te 0.67155 -0.58925 -0.82554  1.57
C 2.11652 -1.72954 0.20553  -0.49
C 2.04071 -1.96834 1.57133  -0.14
C 3.03016 -2.72811 2.18077  -0.07
C 4.08402 -3.23915 1.43394  -0.07
C 4.15291 -2.99508 0.07035  -0.07
C 3.16665 -2.23798 -0.54972  -0.14
C -0.80694 -2.08653 -0.94606  -0.50
C -1.22283 -2.79082 0.17731  -0.15
C -2.19561 -3.77020 0.04004  -0.07
C -2.75208 -4.03573 -1.20511  -0.07
C -2.33424 -3.32744 -2.32157  -0.08
C -1.35315 -2.35162 -2.19635  -0.15
H 1.22295 -1.56566 2.15753  0.03
H 2.97227 -2.92547 3.24358  0.11
H 4.85086 -3.83136 1.91543  0.11
H 4.97094 -3.39370 -0.51496  0.11
H 3.22290 -2.04929 -1.61501  0.09
H -0.80903 -2.56973 1.15267  0.06
H -2.51922 -4.32623 0.91032  0.11
H -3.50959 -4.80190 -1.30496  0.11
H -2.76148 -3.53913 -3.29285  0.11
H -1.01867 -1.80837 -3.07212  0.09
C 3.86537 1.24225 1.54190  -0.02
O 2.57099 1.19060 0.90520  -0.21
C 1.44335 1.35447 1.57302  -0.49
C 1.55966 1.82295 2.98814  -0.09
H 3.88051 0.59337 2.41515  0.10
H 4.12199 2.26352 1.81749  0.10
H 4.56436 0.87322 0.79835  0.10
H 1.68705 0.93698 3.62116  0.09
H 0.62996 2.28734 3.30923  0.07
H 2.39293 2.50402 3.16166  0.08
Cl -0.88464 -0.23229 2.71949  0.03

Atoms 1-6, force components in eV/Å:
-0.1428 0.1903 0.4391
-0.0264 -0.0087 -0.0395
0.0215 -0.0212 0.0162
-0.0048 -0.0139 -0.0331
-0.0437 -0.0558 0.0064
-0.2873 0.1118 -0.0343

As for the net charge: +1. The value obtained for the HOMO energy is -10.92 eV. As for the calculated total energy: -1974.73133 hartree. For the orbital gap, the calculation gives 7.55 eV. As for the largest force on an atom: 0.50 eV Å⁻¹. The relative energy (zero: lowest compared OMol25 entry of this formula, charge and spin) comes out at 0.0 kJ/mol. The calculation puts the lowest unoccupied orbital energy at -3.372 eV.

=====

No. 4
The following is a DFT calculation (ωB97M-V/def2-TZVPD) of C25H24ILiN5O6S2 as an isolated structure.

Each line ends with the Löwdin charge.
Positions of all 64 atoms, in Å:
Li 0.06604 0.62864 -0.14642  0.50
C 4.15648 2.41915 -0.98243  -0.04
C 3.86694 2.02774 0.43596  -0.26
N 4.73543 2.35573 1.35458  0.10
C 4.48907 2.01339 2.63937  -0.13
C 3.37842 1.31635 3.03431  -0.18
C 3.24546 0.96239 4.49223  -0.22
O 3.35224 -0.44172 4.74000  -0.07
C 2.41491 0.94053 2.06037  -0.08
C 1.26583 0.17433 2.48697  -0.06
N 0.27840 -0.17913 1.74314  -0.01
C -0.78230 -0.86753 2.35612  -0.36
C -1.30718 -0.48846 3.59216  -0.03
C -2.38752 -1.15845 4.14253  -0.08
C -2.97301 -2.21530 3.46228  -0.10
C -2.47879 -2.59263 2.22159  -0.16
C -1.39968 -1.91824 1.67224  -0.66
I -0.68955 -2.45857 -0.20837  0.98
C 2.62650 1.32135 0.70814  -0.32
O 1.83131 1.08065 -0.25688  -0.15
H 5.22452 2.59366 -1.09617  0.07
H 3.63322 3.34404 -1.24236  0.08
H 3.81983 1.64925 -1.67593  0.07
H 5.22983 2.32358 3.36863  0.10
H 2.27607 1.25554 4.89960  0.12
H 4.01098 1.50658 5.05419  0.11
H 4.09370 -0.76647 4.21817  0.09
H 1.27867 -0.14104 3.53146  0.12
H -0.88086 0.36541 4.10293  0.12
H -2.78032 -0.84049 5.09967  0.10
H -3.82144 -2.73798 3.88388  0.10
H -2.93536 -3.40652 1.67483  0.09
C -2.12232 2.82238 -2.93542  -0.23
S -0.70751 1.72556 -2.99819  0.87
C 0.55000 2.91674 -2.55840  -0.24
O -0.86518 0.80206 -1.82021  -0.66
H -2.00787 3.60673 -3.68343  0.07
H -2.19336 3.25594 -1.93859  0.04
H -3.00682 2.22918 -3.15640  0.06
H 0.73340 3.56014 -3.41900  0.06
H 1.44085 2.34970 -2.29386  0.03
H 0.22409 3.50355 -1.70153  0.05
O -4.99388 8.48270 -2.83002  -0.37
S -4.31419 8.63576 -1.55474  0.38
O -4.78195 9.73337 -0.73046  -0.37
O -2.87473 8.47724 -1.60875  -0.38
C -4.89617 7.16639 -0.64466  -0.34
N -6.19888 7.11712 -0.34950  0.12
C -6.62111 6.03145 0.27337  -0.13
C -5.78576 4.97222 0.60538  -0.01
C -4.45586 5.12190 0.25042  -0.23
N -4.01467 6.21668 -0.36383  0.16
C -3.42297 4.08154 0.50047  -0.15
C -2.08022 4.44671 0.55075  0.00
C -1.12694 3.45494 0.70353  -0.14
N -1.41640 2.15564 0.77138  0.03
C -2.70246 1.81550 0.75335  -0.13
C -3.73314 2.73304 0.63541  -0.01
H -7.67715 5.99819 0.52566  0.11
H -6.16452 4.10234 1.12321  0.10
H -1.80481 5.48652 0.43807  0.12
H -0.07232 3.70951 0.74825  0.12
H -2.91788 0.75280 0.80587  0.11
H -4.75560 2.38108 0.59717  0.11

Atoms 1-6, force components in eV/Å:
-0.1206 0.1071 0.1637
0.0345 0.0214 -0.0124
0.0050 0.0133 -0.0063
-0.0018 -0.0379 -0.0165
-0.0536 -0.0340 0.0559
0.0750 0.0386 0.0121

As for the net charge: -1. The value obtained for the HOMO energy is -5.56 eV. As for the calculated total energy: -2794.05875 hartree. For the orbital gap, the calculation gives 7.29 eV. As for the largest force on an atom: 0.23 eV Å⁻¹. The relative energy (zero: lowest compared OMol25 entry of this formula, charge and spin) comes out at 0.0 kJ/mol. The calculation puts the lowest unoccupied orbital energy at 1.732 eV.

=====

Q: Look up the net charge of the first one.
A: -2

=====

Q: Number 1 is which compound?
A: C25H24Br2ClN4O3PbSSbSe4

=====

Q: What is the calculated total energy in the first record?
A: -17457.27557 hartree

=====

Q: What is the formula in the third record?
A: C25H24ClN2ORuTe